Entry 1:
An isolated ion of composition C4H8N5OS and charge +1, computed with ωB97M-V/def2-TZVPD.

Structure (XYZ):
```
19
Properties=species:S:1:pos:R:3:forces:R:3
C -0.5927 1.0728 0.8518 0.4 2.1 -0.9
C -1.0447 -0.9739 -0.9582 -1.5 1.3 0.9
C 1.9011 1.0794 0.4118 -0.5 2.7 -0.8
C 0.4384 -0.5271 -0.8813 -2.3 0.8 0.2
N -0.1509 -0.5204 2.3575 -0.4 0.1 0.4
N 0.6572 -0.7559 1.4926 2.3 -1.7 -0.8
N -0.8608 0.5568 2.0597 -1.5 0.4 2.7
N -1.3660 -1.6550 -2.0596 -0.2 -0.9 -0.6
N 0.6020 0.2931 0.4357 0.2 -1.6 -0.8
O -1.9054 -0.5403 -0.1582 2.1 -1.6 -1.2
S -1.0456 2.3958 0.0716 -0.3 0.1 0.2
H 2.7449 0.6055 -0.1430 -1.1 -0.1 0.6
H 1.5324 2.0250 -0.1415 0.9 -1.4 0.5
H 2.2153 1.4827 1.4061 -0.5 -1.0 -0.6
H 0.4311 0.0749 -1.8435 1.4 -0.3 1.4
H 1.0555 -1.3978 -0.7059 0.6 0.1 -0.7
H -1.4931 0.8310 2.8401 0.3 0.3 -1.5
H -0.8806 -1.9278 -2.8922 1.4 0.4 0.2
H -2.2381 -2.1185 -2.1434 -1.3 0.2 0.7
```
Positions in Å, forces in eV/Å.

HOMO energy (Eh): -0.4952
SMILES string: C[N@@+]1(CC(N)=O)N=NNC1=S
Largest force on an atom (eV/A): 3.153
LUMO energy (Eh): -0.17323
Charge: +1
E_tot (eV): -24600.9642
Spin multiplicity: 1
Molar mass (g/mol): 174.21

Okay, here come the natural (NBO) numbers, in e, for every atom:
1 C 0.19
2 C 0.66
3 C -0.44
4 C -0.31
5 N 0.12
6 N -0.03
7 N -0.44
8 N -0.79
9 N -0.20
10 O -0.59
11 S 0.14
12 H 0.27
13 H 0.26
14 H 0.26
15 H 0.29
16 H 0.28
17 H 0.47
18 H 0.42
19 H 0.43



Entry 2:
An isolated ion of composition C4H8NO and charge -1, computed with ωB97M-V/def2-TZVPD.

Structure (XYZ):
```
14
Properties=species:S:1:pos:R:3:forces:R:3
C 0.0525 -0.8543 -0.5852 0.6 0.3 0.4
C 0.6555 0.5097 -0.4547 -0.3 -0.1 -0.7
C -1.0384 -1.3251 0.3275 -0.2 0.3 -0.3
C -0.2673 1.5660 0.1424 0.3 -0.2 0.0
N 1.5976 -0.0328 0.4940 0.7 -0.5 -0.5
O 2.7897 -0.2565 0.0327 -1.1 0.3 0.2
H 0.6062 -1.5906 -1.1461 0.1 0.1 0.0
H 1.1153 0.8652 -1.3972 0.1 -0.1 0.5
H -0.8648 -1.0709 1.3783 0.1 -0.1 0.1
H -1.1540 -2.4072 0.2578 0.0 -0.1 0.1
H -2.0137 -0.8835 0.0573 -0.1 -0.1 0.2
H 0.1365 2.5663 -0.0067 0.1 0.1 0.0
H -0.3588 1.3976 1.2147 -0.1 0.0 0.1
H -1.2562 1.5162 -0.3147 -0.1 0.0 0.0
```
Positions in Å, forces in eV/Å.

HOMO energy (spin up / spin down) (Eh): -0.0529 / -0.0516
Largest force on an atom (eV/A): 1.202
LUMO energy (spin up / spin down) (Eh): 0.16327 / 0.16328
Charge: -1
E_tot (eV): -7812.0789
Spin multiplicity: 1
Molar mass (g/mol): 86.11

Okay, here come the natural (NBO) numbers, in e, for every atom:
1 C -0.40
2 C -0.16
3 C -0.64
4 C -0.61
5 N -0.04
6 O -0.63
7 H 0.19
8 H 0.17
9 H 0.19
10 H 0.19
11 H 0.16
12 H 0.19
13 H 0.21
14 H 0.19



Entry 3:
A 2-piece molecular cluster, C4H8NO overall, computed with ωB97M-V/def2-TZVPD.

Structure (XYZ):
```
14
Properties=species:S:1:pos:R:3:forces:R:3
C 0.6470 2.5189 3.8621 0.8 1.1 -0.2
C -1.2556 -0.8089 -1.3276 -2.6 2.5 2.4
C -0.0924 1.5535 1.7564 0.4 0.0 -0.9
C 0.4171 -1.8999 -2.3376 1.2 -1.4 -2.1
N -0.0468 -0.7918 -1.6023 2.6 0.4 -2.2
O 0.3403 2.2285 2.6157 -1.2 -1.1 -0.2
H 0.5089 1.7759 4.5741 -0.3 -1.2 0.8
H 0.6357 3.5512 4.0132 0.3 1.2 0.4
H -1.9102 -1.7474 -1.5142 1.1 2.1 0.4
H 0.6351 0.0061 -1.5916 -1.4 -0.4 0.8
H -1.4855 0.1893 -0.8266 -1.1 -1.7 -0.5
H 0.6839 -1.7159 -3.4081 -0.7 0.4 0.8
H 1.3263 -2.2792 -1.9500 0.7 -0.6 0.8
H -0.4038 -2.5803 -2.2634 0.2 -1.1 -0.4
```
Positions in Å, forces in eV/Å.

HOMO energy (spin up / spin down) (Eh): -0.3824 / -0.3805
Largest force on an atom (eV/A): 4.377
LUMO energy (spin up / spin down) (Eh): -0.18899 / -0.18899
Charge: +1
E_tot (eV): -7801.0059
Spin multiplicity: 1
Molar mass (g/mol): 86.11

Okay, here come the natural (NBO) numbers, in e, for every atom:
1 C -0.32
2 C 0.11
3 C 0.30
4 C -0.44
5 N -0.39
6 O -0.35
7 H 0.19
8 H 0.19
9 H 0.26
10 H 0.47
11 H 0.26
12 H 0.26
13 H 0.25
14 H 0.21



Entry 4:
An isolated ion of composition C4H8NO and charge +1, computed with ωB97M-V/def2-TZVPD.

Structure (XYZ):
```
14
Properties=species:S:1:pos:R:3:forces:R:3
C -0.1554 -0.0317 -0.3128 -2.5 -3.8 1.6
C 0.0637 1.1884 -0.5485 2.3 2.7 -2.0
C -0.9339 -1.2279 0.1344 0.9 3.2 -0.7
C 1.3054 1.7330 -1.2627 -1.3 1.1 -0.2
N -0.8957 -1.5888 1.5897 3.9 -1.1 0.3
O 0.3273 -1.2882 -0.5026 0.9 -1.0 0.0
H -0.4725 1.9994 -0.1480 -1.5 0.3 0.4
H -1.7039 -1.5437 -0.5281 -1.0 -0.8 0.5
H 2.1242 1.0433 -1.2896 0.4 -0.3 -0.2
H 1.4844 2.5538 -0.5791 1.1 0.3 -0.1
H 1.1229 2.2529 -2.2701 0.0 -1.2 1.4
H -0.3384 -2.5678 1.5418 -1.9 2.3 0.8
H -1.8041 -1.6371 2.1230 1.2 0.1 -0.7
H -0.1242 -0.8857 2.0526 -2.6 -2.0 -1.0
```
Positions in Å, forces in eV/Å.

HOMO energy (Eh): -0.5030
SMILES string: C/C=C1\O[C@H]1[NH3+]
Largest force on an atom (eV/A): 4.778
LUMO energy (Eh): -0.15463
Charge: +1
E_tot (eV): -7804.9580
Spin multiplicity: 1
Molar mass (g/mol): 86.11

Okay, here come the natural (NBO) numbers, in e, for every atom:
1 C 0.23
2 C -0.22
3 C 0.14
4 C -0.63
5 N -0.75
6 O -0.42
7 H 0.24
8 H 0.24
9 H 0.23
10 H 0.23
11 H 0.25
12 H 0.48
13 H 0.48
14 H 0.49



Entry 5:
C4H8NO as an isolated structure, computed with ωB97M-V/def2-TZVPD.

Structure (XYZ):
```
14
Properties=species:S:1:pos:R:3:forces:R:3
C -0.3747 -1.7401 -0.6133 -2.2 2.2 1.5
C -1.6211 -1.4742 -0.1415 3.5 -0.7 -1.0
C 0.0833 -0.5434 0.2790 -0.4 -4.4 -1.0
C 0.7280 1.7142 0.5100 -1.2 4.4 -0.1
N 0.5903 0.6007 -0.4251 2.9 -0.8 2.0
O -1.2561 -0.3630 0.6333 -1.6 0.7 0.9
H -0.0283 -2.4754 -1.2544 1.1 -1.1 -0.9
H -2.5130 -2.0467 -0.2470 -1.0 0.5 0.5
H 0.7337 -0.9511 1.0700 -0.2 1.0 0.1
H -0.2817 1.6714 0.9888 1.3 0.6 0.6
H 1.6660 1.8211 1.1690 -1.6 -1.1 -1.0
H 0.7193 2.7086 -0.1140 0.0 -1.9 1.1
H 1.5396 0.3307 -0.6429 0.3 -0.1 -1.2
H 0.0147 0.7471 -1.2120 -0.7 0.6 -1.4
```
Positions in Å, forces in eV/Å.

HOMO energy (Eh): -0.5140
Largest force on an atom (eV/A): 4.552
LUMO energy (Eh): -0.13053
Charge: +1
E_tot (eV): -7805.3270
Spin multiplicity: 1
Molar mass (g/mol): 86.11

Okay, here come the natural (NBO) numbers, in e, for every atom:
1 C -0.35
2 C 0.18
3 C 0.21
4 C -0.48
5 N -0.50
6 O -0.48
7 H 0.25
8 H 0.24
9 H 0.24
10 H 0.26
11 H 0.28
12 H 0.25
13 H 0.45
14 H 0.46



Entry 6:
An isolated ion of composition C4H8NO and charge +1, computed with ωB97M-V/def2-TZVPD.

Structure (XYZ):
```
14
Properties=species:S:1:pos:R:3:forces:R:3
C -1.9348 0.7630 -0.6030 -0.1 0.2 -0.1
C -0.9651 -0.8338 0.9383 1.2 0.7 0.0
C 0.3923 0.4806 0.0537 -0.8 -0.9 1.8
C 1.5042 -0.3442 -0.4625 0.1 -0.1 -0.3
N -0.9640 0.0910 -0.0920 -0.2 0.3 -0.9
O 0.5671 1.6692 0.5805 -0.3 0.1 -0.3
H -1.7416 1.6221 -1.2187 0.2 0.2 0.0
H -2.9520 0.4782 -0.3936 -0.1 -0.2 0.1
H -0.3572 -1.7123 0.8698 0.1 -0.2 -0.4
H -1.7162 -0.7471 1.7030 0.0 0.2 0.1
H 2.1701 0.2997 -1.0399 0.0 0.0 -0.1
H 1.1333 -1.1225 -1.1208 0.0 -0.1 0.0
H 2.1004 -0.7957 0.3287 0.0 0.1 0.1
H 1.4811 1.8604 0.8477 0.0 -0.2 -0.2
```
Positions in Å, forces in eV/Å.

HOMO energy (spin up / spin down) (Eh): -0.4779 / -0.4780
Largest force on an atom (eV/A): 2.210
LUMO energy (spin up / spin down) (Eh): -0.16915 / -0.16903
Charge: +1
E_tot (eV): -7805.0122
Spin multiplicity: 1
Molar mass (g/mol): 86.11

Okay, here come the natural (NBO) numbers, in e, for every atom:
1 C -0.01
2 C -0.27
3 C 0.64
4 C -0.73
5 N -0.31
6 O -0.60
7 H 0.23
8 H 0.23
9 H 0.23
10 H 0.24
11 H 0.27
12 H 0.27
13 H 0.28
14 H 0.53



Entry 7:
C4H8NO as an isolated structure, computed with ωB97M-V/def2-TZVPD.

Structure (XYZ):
```
14
Properties=species:S:1:pos:R:3:forces:R:3
C 1.7500 0.4979 -0.3317 -2.6 -1.6 2.5
C 0.7127 1.1506 0.1740 1.2 0.2 -1.0
C 1.1563 -0.7791 0.2588 2.5 -1.7 -3.6
C -1.6087 -0.4392 -0.1892 2.5 2.5 -1.7
N -0.0155 0.0202 0.6120 -2.1 -2.7 -1.9
O -2.3129 0.6540 0.0378 -0.8 0.1 0.1
H 2.6171 0.5814 -0.8506 2.3 0.9 -1.3
H 0.4923 2.1421 0.2909 -1.1 2.3 0.2
H 1.1416 -1.5439 -0.5835 -1.2 0.6 1.0
H 1.7754 -1.2767 0.9828 -0.3 0.3 1.1
H -1.4051 -0.8063 -1.2122 0.4 0.9 0.3
H -1.9404 -1.2250 0.3574 -0.7 -2.3 2.3
H -0.3988 -0.1284 1.4969 -0.2 0.5 2.3
H -2.2918 1.3061 -0.6641 0.1 0.2 -0.4
```
Positions in Å, forces in eV/Å.

HOMO energy (Eh): -0.5407
Largest force on an atom (eV/A): 4.662
LUMO energy (Eh): -0.13663
Charge: +1
E_tot (eV): -7805.0024
Spin multiplicity: 1
Molar mass (g/mol): 86.11

Okay, here come the natural (NBO) numbers, in e, for every atom:
1 C -0.11
2 C -0.05
3 C -0.26
4 C 0.21
5 N -0.43
6 O -0.64
7 H 0.24
8 H 0.23
9 H 0.23
10 H 0.25
11 H 0.20
12 H 0.19
13 H 0.42
14 H 0.51



Entry 8:
An isolated ion of composition C4H8NO and charge +1, computed with ωB97M-V/def2-TZVPD.

Structure (XYZ):
```
14
Properties=species:S:1:pos:R:3:forces:R:3
C -0.7422 -0.4373 1.0143 -0.4 0.5 -1.1
C 0.9630 -0.2004 -0.9624 1.9 -1.0 -2.9
C -0.5868 0.1032 2.3366 0.6 5.0 0.3
C 0.3913 0.3194 -2.3334 0.2 -1.4 1.0
N -0.1222 -0.4874 -0.0594 0.9 1.2 1.5
O 1.4186 0.5985 0.0299 -1.3 -0.9 -0.1
H -1.7209 -0.7671 0.8104 -1.6 -1.3 -0.2
H 1.5425 -1.1851 -1.1085 -0.6 1.4 0.3
H -0.4312 -0.6487 3.0183 0.1 -1.9 1.8
H 0.2466 0.8526 2.4247 -0.3 -1.1 -0.4
H -1.4576 0.7719 2.6511 0.6 -1.5 -0.6
H -0.5334 0.7679 -2.0679 -0.6 1.4 0.0
H -0.0049 -0.6357 -2.7480 0.8 0.6 -0.6
H 1.0371 0.9481 -3.0056 -0.5 -1.0 0.9
```
Positions in Å, forces in eV/Å.

HOMO energy (spin up / spin down) (Eh): -0.5958 / -0.5867
Largest force on an atom (eV/A): 5.038
LUMO energy (spin up / spin down) (Eh): -0.27703 / -0.26157
Charge: +1
E_tot (eV): -7802.8133
Spin multiplicity: 1
Molar mass (g/mol): 86.11

Okay, here come the natural (NBO) numbers, in e, for every atom:
1 C 0.25
2 C 0.23
3 C -0.70
4 C -0.64
5 N -0.01
6 O -0.23
7 H 0.27
8 H 0.23
9 H 0.29
10 H 0.28
11 H 0.30
12 H 0.23
13 H 0.24
14 H 0.28



Entry 9:
An isolated ion of composition C4H8NO and charge +1, computed with ωB97M-V/def2-TZVPD.

Structure (XYZ):
```
14
Properties=species:S:1:pos:R:3:forces:R:3
C -0.7558 1.3141 -0.0040 -1.5 1.0 0.3
C 0.4224 0.4128 -0.3349 1.1 -1.8 -0.4
C -0.0497 -0.8129 0.2844 0.7 0.5 -0.1
C 1.7912 0.8978 0.1043 -0.1 0.2 0.1
N -1.3428 -1.3007 -0.0996 -0.6 0.3 -0.1
O -1.9024 1.1322 0.1048 0.1 0.6 0.0
H 0.3560 0.4240 -1.4315 -0.1 0.1 0.0
H 0.1853 -0.9699 1.3284 -0.1 -0.1 0.0
H 1.9031 1.9601 -0.0963 0.0 0.0 0.0
H 2.5633 0.3620 -0.4392 0.0 -0.1 0.0
H 1.9318 0.7271 1.1684 0.0 0.0 0.1
H -2.0791 -0.4819 0.0398 0.5 -0.8 -0.1
H -1.6321 -2.1048 0.4681 0.1 0.2 -0.2
H -1.3910 -1.5598 -1.0928 -0.1 0.0 0.2
```
Positions in Å, forces in eV/Å.

HOMO energy (spin up / spin down) (Eh): -0.5008 / -0.4850
Largest force on an atom (eV/A): 2.128
LUMO energy (spin up / spin down) (Eh): -0.18207 / -0.19162
Charge: +1
E_tot (eV): -7805.4194
Spin multiplicity: 1
Molar mass (g/mol): 86.11

Okay, here come the natural (NBO) numbers, in e, for every atom:
1 C 0.67
2 C -0.38
3 C -0.08
4 C -0.59
5 N -0.71
6 O -0.46
7 H 0.29
8 H 0.22
9 H 0.25
10 H 0.25
11 H 0.23
12 H 0.42
13 H 0.46
14 H 0.44



Entry 10:
An isolated ion of composition C4H8NO2 and charge -1, computed with ωB97M-V/def2-TZVPD.

Structure (XYZ):
```
15
Properties=species:S:1:pos:R:3:forces:R:3
C -1.7450 -0.8788 -0.3087 1.3 1.8 -0.4
O -1.0048 -1.8874 -1.1218 -0.2 1.3 1.2
C -1.1878 -0.0038 0.9868 3.5 -1.4 -2.2
C -0.2023 1.2114 0.7610 -1.1 -1.1 -3.0
C 1.1808 0.7289 -0.0069 0.1 2.1 2.7
N 1.2458 -0.4746 -0.5087 -0.7 -0.6 0.2
O 2.0855 1.5929 0.2150 -0.4 -1.0 -0.6
H -2.5647 -1.3850 0.2118 -0.2 -0.2 -1.0
H -2.0206 -0.0493 -1.0233 -0.5 -1.0 0.5
H -0.4392 -0.6944 1.3863 -0.6 -0.5 0.9
H -2.0175 0.1931 1.6173 -0.8 0.2 0.7
H 0.0690 1.7718 1.6562 0.1 -0.4 0.0
H -0.7155 1.9308 0.0849 0.3 0.0 0.3
H 2.1412 -0.9095 -0.3192 0.5 0.5 -0.7
H -0.0935 -1.5254 -1.3924 -1.3 0.2 1.4
```
Positions in Å, forces in eV/Å.

HOMO energy (Eh): -0.1347
SMILES string: [H]/N=C(\[O-])CCCO
Largest force on an atom (eV/A): 4.329
LUMO energy (Eh): 0.15414
Charge: -1
E_tot (eV): -9862.3171
Spin multiplicity: 1
Molar mass (g/mol): 102.11

Okay, here come the natural (NBO) numbers, in e, for every atom:
1 C -0.05
2 O -0.80
3 C -0.45
4 C -0.50
5 C 0.64
6 N -1.00
7 O -0.78
8 H 0.16
9 H 0.14
10 H 0.22
11 H 0.18
12 H 0.21
13 H 0.18
14 H 0.34
15 H 0.52



Entry 11:
C4H8NO2 as an isolated structure, computed with ωB97M-V/def2-TZVPD.

Structure (XYZ):
```
15
Properties=species:S:1:pos:R:3:forces:R:3
C 1.7964 0.2274 -1.0571 -0.7 -2.2 -1.3
C 1.0641 0.2327 0.2622 -0.7 4.5 -2.4
N 0.3052 -1.1029 0.2811 -2.7 0.6 3.2
C -1.0738 -0.8654 0.6225 2.8 0.1 0.2
C -2.0000 0.2233 0.1526 0.9 1.4 -3.0
O -1.8197 0.6226 -1.2604 0.0 -1.6 2.8
O 1.7635 0.5429 1.3025 0.2 -2.0 1.0
H 1.0335 0.0717 -1.8953 1.0 0.9 0.8
H 2.4684 1.0508 -1.1283 0.1 0.9 -0.4
H 2.4149 -0.6868 -1.1163 0.1 0.2 0.2
H 0.2148 0.9928 0.1568 0.7 -0.7 -0.3
H -1.2211 -1.7146 1.2139 -2.0 -1.3 0.9
H -0.5881 -1.2464 -0.4372 0.8 -0.6 -3.0
H -1.6892 1.1098 0.7418 -0.5 -0.2 0.5
H -3.0403 -0.0888 0.2794 0.0 0.0 0.7
```
Positions in Å, forces in eV/Å.

HOMO energy (Eh): -0.1271
Largest force on an atom (eV/A): 5.141
LUMO energy (Eh): 0.10356
Charge: -1
E_tot (eV): -9856.5083
Spin multiplicity: 1
Molar mass (g/mol): 102.11

Okay, here come the natural (NBO) numbers, in e, for every atom:
1 C -0.65
2 C 0.24
3 N -0.43
4 C 0.11
5 C -0.20
6 O -0.93
7 O -0.78
8 H 0.21
9 H 0.20
10 H 0.18
11 H 0.09
12 H 0.20
13 H 0.39
14 H 0.21
15 H 0.17



Entry 12:
An isolated ion of composition C4H8NO2 and charge -1, computed with ωB97M-V/def2-TZVPD.

Structure (XYZ):
```
15
Properties=species:S:1:pos:R:3:forces:R:3
C 0.8115 -0.4336 0.0586 1.3 0.5 -1.5
C -0.3486 0.0895 0.3887 0.2 -2.7 -2.3
C 2.1789 0.1375 0.2705 0.6 -1.1 2.8
C -1.5666 -0.5797 -0.2511 0.1 2.5 0.1
N -2.3934 0.6948 -0.7488 0.2 -0.8 -0.2
O -3.4153 0.7887 0.2258 -1.7 -0.4 -0.2
O -2.2553 -1.2379 0.6223 -0.6 -1.9 0.0
H 0.9185 -1.1667 -0.7792 -0.9 0.1 1.0
H -0.4132 0.9399 0.9623 -0.5 1.7 1.5
H 2.6387 -0.1892 1.2503 -0.4 -0.5 -0.7
H 2.2982 1.1912 0.4777 -0.3 0.7 -1.1
H 2.7727 -0.3449 -0.4800 0.9 0.7 -0.5
H -1.2132 -0.9929 -1.2455 -0.3 -0.5 0.6
H -2.7416 0.5038 -1.7365 -0.4 -0.1 1.8
H -3.6051 -0.1907 0.6012 1.7 1.8 -1.3
```
Positions in Å, forces in eV/Å.

HOMO energy (Eh): -0.1173
SMILES string: C/C=C/[C@@H]([O-])NO
Largest force on an atom (eV/A): 3.555
LUMO energy (Eh): 0.14746
Charge: -1
E_tot (eV): -9859.7321
Spin multiplicity: 1
Molar mass (g/mol): 102.11

Okay, here come the natural (NBO) numbers, in e, for every atom:
1 C -0.26
2 C -0.15
3 C -0.65
4 C 0.25
5 N -0.41
6 O -0.65
7 O -0.88
8 H 0.16
9 H 0.19
10 H 0.18
11 H 0.20
12 H 0.20
13 H 0.06
14 H 0.28
15 H 0.47



The evaluated energy relative to the best compared isomer or geometry (same formula, charge and spin) for the records listed, in turn: 24.42, 31.12, 163.66, 72.52, 64.01, 71.27, 71.50, 121.98, 61.88, 56.95, 190.90, 116.56 kcal/mol.